Formula: C5H9P
Source: the OMol25 dataset
Level of theory: ωB97M-V/def2-TZVPD

Properties
gap between HOMO and LUMO (alpha / beta): 8.0 / 7.9 eV
energy above the lowest of the compared OMol25 structures with the same formula, charge and spin: 378.70 kJ/mol
calculated total energy: -14614.3947 eV
E_LUMO (alpha / beta): 0.0025 / -0.0001 Ha
HOMO energy (alpha / beta): -7.9 / -7.9 eV
molecular weight: 100.1 g/mol

Each line ends with the Löwdin charge.
Positions of all 15 atoms, in Å:
P 0.18548 -1.96815 0.77947  0.852
C -0.97769 -0.42906 -1.19417  -0.224
C -1.00339 -0.66074 0.24283  -0.587
C 1.97949 0.25355 0.09473  -0.203
C -1.11653 0.52510 1.11948  -0.158
C 1.52151 -1.05033 0.36278  -0.388
H 2.96476 0.34361 -0.25305  0.055
H -1.97635 0.07887 -1.44169  0.095
H -0.68815 1.38403 0.60470  0.069
H -0.62106 0.21208 2.03486  0.057
H 1.75433 0.96473 0.83073  0.059
H -0.92318 -1.36608 -1.92459  0.108
H -2.17817 0.88073 1.22938  0.097
H -0.21369 0.31781 -1.65373  0.078
H 1.29263 0.51386 -0.83171  0.091